Version w
16
Properties=species:S:1:pos:R:3 method="wB97M-V/def2-TZVPD" homo_energy_ev=-14.4 smiles=NCCC[NH3+] total_charge=+1 gap_ev=11.17
N 0.87963 0.88128 1.16971
C 1.28905 -0.37848 0.50875
C 0.07593 -1.15169 -0.02075
C -0.72229 -0.43038 -1.10511
N -1.37266 0.82562 -0.57543
H 0.65278 0.70705 2.13812
H 1.64070 1.53144 1.18758
H 1.84952 -1.01999 1.19369
H 1.95288 -0.12656 -0.32200
H -0.59068 -1.43206 0.82360
H 0.44579 -2.07109 -0.45789
H -1.49983 -1.05741 -1.50779
H -0.09011 -0.13385 -1.91804
H -2.22418 0.61074 -0.08750
H -0.66383 1.23947 0.14293
H -1.59995 1.49714 -1.32985

Version x
16
Properties=species:S:1:pos:R:3 method="wB97M-V/def2-TZVPD" homo_energy_ev=-14.6 total_charge=+1 gap_ev=10.12
C -1.91400 1.00461 -0.59665
N -1.62794 0.04406 0.51254
H -2.98139 1.15611 -0.73118
H -1.58212 0.55383 -1.53303
H -1.41514 1.94532 -0.41013
H -2.24374 -0.75468 0.44918
H -0.08105 -0.25417 0.15138
H -1.76069 0.53532 1.38699
C 1.95914 0.30317 0.73678
C 1.28265 -1.53860 -0.68237
N 0.97172 -0.55001 0.04199
H 2.51758 -0.28691 1.45717
H 2.62725 0.70173 -0.02128
H 1.40085 1.11270 1.20886
H 0.56724 -2.01028 -1.33841
H 2.27964 -1.96219 -0.63184

Version y
16
Properties=species:S:1:pos:R:3 method="wB97M-V/def2-TZVPD" homo_energy_ev=-14.5 total_charge=+1 gap_ev=10.59
C -1.36394 -1.10852 -0.71505
C -0.17999 -1.08755 1.46239
C 0.87367 0.02564 -0.41709
N 0.98160 2.26692 -0.50644
N -0.21708 -0.58682 0.07167
H -2.17424 -0.28401 -0.68418
H -1.10631 -1.46982 -1.67460
H -1.86010 -2.06600 -0.27959
H -1.15254 -1.24329 1.95881
H 0.45932 -1.90999 1.57043
H 0.20121 -0.37863 2.15897
H 1.56158 0.13623 0.37662
H 0.86760 -0.01190 -1.52236
H 1.88445 2.28333 -0.92485
H 0.32144 2.56415 -1.18347
H 0.90333 2.87025 0.30875

Most stable one: version w, least stable one: version y.

Version w
16
Properties=species:S:1:pos:R:3 method="wB97M-V/def2-TZVPD" homo_energy_ev=-14.7 total_charge=+1 gap_ev=10.52
C 2.04489 -0.44030 -1.37956
N 1.44867 -0.79554 -0.08396
H 1.27079 -0.25380 -2.12019
H 2.71350 0.41187 -1.32822
H 2.67184 -1.24435 -1.76193
H 1.17399 -1.77026 -0.05188
H 0.12070 -0.12614 0.11921
H 2.04511 -0.57037 0.70311
C -2.08029 -0.46269 0.49873
C -0.80371 1.56652 0.75720
N -0.89449 0.37907 0.34305
H -2.02816 -1.25826 -0.23786
H -2.97114 0.14354 0.37404
H -2.09206 -0.90661 1.49556
H 0.12271 2.11070 0.60016
H -1.65217 2.02275 1.26203

Version x
16
Properties=species:S:1:pos:R:3 method="wB97M-V/def2-TZVPD" homo_energy_ev=-14.0 total_charge=+1 gap_ev=10.33
C -0.47173 0.07129 -2.64858
N 0.38481 -0.15870 -1.71368
H -0.63200 1.07954 -3.04543
H -1.13062 -0.71185 -3.02635
H 0.38444 -0.31976 -0.04805
H 1.26713 0.28434 -1.99548
C 0.30318 1.26732 1.31284
N 0.39604 -0.18435 1.00735
C -0.62641 -1.10063 1.64980
H -0.60879 1.73638 0.95946
H 0.32447 1.31648 2.41201
H 1.19884 1.79165 0.99530
H 1.25731 -0.46368 1.47364
H -1.59792 -0.85103 1.24369
H -0.59371 -0.80567 2.68823
H -0.39916 -2.10495 1.32217

Version y
16
Properties=species:S:1:pos:R:3 method="wB97M-V/def2-TZVPD" homo_energy_ev=-14.2 total_charge=+1 gap_ev=11.01
C 2.88818 0.72684 -0.14757
N 1.72053 1.30680 -0.08451
H 3.67843 0.86750 0.62794
H 2.96192 -0.07706 -0.98624
H 0.13673 0.23044 -0.27813
H 1.93650 2.29858 0.26266
C -1.99877 -0.10238 -0.89794
N -0.88267 0.06026 0.09524
C -0.70211 -1.21755 0.90036
H -1.75646 -0.93655 -1.68033
H -2.77431 -0.57114 -0.37018
H -2.25145 0.80549 -1.35174
H -1.05412 0.94516 0.46860
H -0.73381 -2.12581 0.34024
H -1.45985 -1.05851 1.61346
H 0.29126 -1.15208 1.48815

Version z
16
Properties=species:S:1:pos:R:3 method="wB97M-V/def2-TZVPD" homo_energy_ev=-14.2 smiles=CNCC[NH3+] total_charge=+1 gap_ev=10.86
C -0.77787 0.29479 1.56493
N -0.72920 -0.77674 0.50763
C -0.75667 -0.24352 -0.83208
C 0.53680 0.50896 -1.13008
N 1.62385 -0.18094 -0.36278
H -1.77145 0.74580 1.55338
H 0.03699 0.99735 1.36949
H -0.68861 -0.12367 2.56009
H -1.55638 -1.32029 0.72149
H -1.61013 0.44182 -1.02427
H -0.90709 -1.06285 -1.54045
H 0.49623 1.56176 -0.86732
H 0.70394 0.40590 -2.19905
H 1.06239 -0.45021 0.51215
H 1.86534 -1.17881 -0.43436
H 2.47185 0.38063 -0.39876

Most stable one: version w, least stable one: version y.